The following is a DFT calculation (wB97M-V/def2-TZVPD) of C23H17ClFN5O2 as an isolated structure.

Calculated values
- E_LUMO (eV) = -0.24
- strongest force on any atom (Eh/bohr) = 0.1617
- E_HOMO (eV) = -8.42
- total charge = 0
- relative energy (zero: lowest compared OMol25 entry of this formula, charge and spin) (kJ/mol) = 249.4

Atoms and positions in Å:
Cl -0.37422 1.85627 -2.45204
F -4.88689 2.76058 -3.67710
O 2.94468 -0.14881 3.25904
O 5.68770 -0.57828 6.57490
N 3.15792 1.31373 -0.60497
N -2.24273 0.68672 -5.10902
N -2.91644 0.22354 1.60389
N 3.97282 0.37344 1.29347
N -3.75122 -1.67658 -1.29605
C 0.50915 0.53075 -0.12123
C 2.79693 0.68053 0.54242
C -4.92434 -1.84098 -0.59226
C -3.09904 1.70334 -4.87204
C -1.53431 -0.69961 -0.70821
C -1.57550 0.54008 1.34790
C -2.41369 -0.46822 -4.46913
C -4.80544 -1.16763 0.63123
C -3.62471 -1.90345 -2.77519
C -0.84180 0.14220 0.14684
C -3.48016 -0.52594 0.57365
C -2.82476 -0.96528 -0.58717
C 2.24281 1.46700 -1.52800
C -4.40214 0.39972 -3.27888
C 5.62993 -1.22015 4.26794
C -4.20419 1.59896 -3.96422
C 0.90104 1.14787 -1.36515
C 5.25177 0.85547 4.72126
C 3.95683 0.00327 2.64723
C 5.29542 0.07554 3.45166
C 1.50214 0.49721 0.92511
C 5.21206 -0.45872 5.42961
C -3.35082 -0.59520 -3.42375
H 4.19305 1.28178 4.88811
H -2.84949 -2.60768 -3.03277
H -0.94723 -1.21473 -1.43243
H 4.98454 -2.09989 3.99521
H -5.67261 -0.91341 1.27714
H 1.27355 0.00665 1.83162
H 2.69316 2.02809 -2.31049
H 6.74206 -1.49476 4.14563
H -2.99713 2.70296 -5.28340
H 4.83404 0.62732 0.82803
H -0.99466 1.01780 2.09475
H -5.84419 -2.36470 -0.83704
H -5.14449 0.33565 -2.44542
H -4.58255 -2.35052 -3.18921
H -1.74869 -1.32349 -4.80180
H 6.09411 0.28992 2.77922
H 6.15773 1.47164 4.90110

=====

The following is a DFT calculation (wB97M-V/def2-TZVPD) of C23H17CoF14N3O5SeTe as an isolated structure.

Calculated values
- 2S+1 = 2
- E_LUMO (spin up / spin down) (eV) = 3.78 / 2.52
- strongest force on any atom (Eh/bohr) = 0.1307
- E_HOMO (spin up / spin down) (eV) = -3.33 / -3.33
- total charge = -2
- relative energy (zero: lowest compared OMol25 entry of this formula, charge and spin) (kJ/mol) = 341.0

Atoms and positions in Å:
Te -2.71912 -0.42597 2.92209
Se 0.20148 -1.40447 3.02739
Co -1.03422 -0.80957 0.20119
F -1.53652 3.71263 -1.97931
F -4.04912 0.96913 -3.67051
F -4.86652 1.63763 -1.19921
F -3.91152 0.15623 4.62629
F -0.96142 0.34463 4.44339
F -4.12112 3.28093 -2.34921
F -4.15732 0.70153 1.82849
F -2.25402 -2.02427 4.07639
F -3.47202 -0.63657 -2.37151
F -3.51482 3.05713 -0.30981
F -1.94392 2.78613 -3.87181
F -0.32812 2.08753 -2.64431
F -4.29752 -1.56687 2.83589
F -2.07892 0.16043 -3.80261
O -0.80182 0.75963 1.56569
O -1.57672 -4.54577 -1.19651
O -1.92132 0.96893 -0.82221
O -2.16242 -1.38837 1.39849
O -1.41962 -2.36177 -0.89111
N 0.37908 -1.95827 1.39019
N -0.47142 2.78373 0.67549
N 1.90978 -1.58237 3.35309
C 1.65598 -2.28417 1.14189
C 2.15618 -2.83397 -0.04611
C -1.59002 2.51613 -2.60491
C 3.49778 -3.09747 -0.13891
C 4.08258 0.79023 -1.22741
C -2.53032 1.50033 -1.84591
C 0.37878 -0.83367 -2.28691
C -1.60962 -3.55507 -0.49121
C 2.82488 0.26973 -1.59891
C 2.08638 0.63653 0.66869
C -1.91282 2.58233 2.61829
C 2.59698 -0.16677 -2.91601
C -3.03622 0.48213 -2.91701
C 4.36348 -2.81567 0.93229
C 3.31948 1.11623 1.00799
C -1.05142 1.97283 1.57589
C 4.34088 1.18493 0.05409
C 3.89598 -2.31167 2.11809
C 2.52278 -2.05267 2.25409
C -3.77802 2.35693 -1.41271
C 1.38598 -0.69357 -3.25241
C 0.52458 -0.42217 -0.97631
C 1.78128 0.16853 -0.62971
H -1.82192 -3.67417 0.60209
H -1.79212 3.66023 2.67079
H -2.94402 2.33993 2.35229
H 4.56238 -2.10317 2.94019
H 1.20138 -1.03107 -4.26471
H -0.53442 -1.31187 -2.60411
H 3.39808 -0.08317 -3.64051
H 4.84728 0.86263 -1.98991
H 5.32228 1.54543 0.33279
H 1.47508 -3.03017 -0.85791
H -1.73132 2.10603 3.58289
H 3.90748 -3.52047 -1.04761
H -0.87362 3.69213 0.51719
H -0.07252 2.31583 -0.13111
H 1.32858 0.59553 1.43269
H 5.42038 -3.01167 0.82079
H 3.51048 1.43623 2.02109

=====

The following is a DFT calculation (wB97M-V/def2-TZVPD) of a 2-piece molecular cluster, C23H17F6N2 overall.

Calculated values
- E_LUMO (eV) = -5.97
- strongest force on any atom (Eh/bohr) = 0.0435
- E_HOMO (eV) = -11.32
- total charge = +1
- relative energy (zero: lowest compared OMol25 entry of this formula, charge and spin) (kJ/mol) = 122.8

Atoms and positions in Å:
F -5.47073 0.84060 0.92032
F 5.66752 0.91700 1.03973
F 6.21203 -0.09923 2.91823
F -6.14533 -0.17057 2.75883
F -5.37145 1.88398 2.85507
F 5.30706 1.90072 2.97633
N 0.07541 -2.79633 5.25010
N -0.25020 -4.13012 6.98220
C -1.23826 -4.89367 4.83293
C -2.33670 -1.75159 2.51870
C 1.87535 -0.66969 7.74159
C -3.60458 -1.24672 2.33232
C -0.47393 -3.92933 5.65526
C 1.31667 -0.94435 2.65878
C 3.89390 0.08442 2.38674
C -3.80447 0.12957 2.45320
C 2.46821 -1.77225 2.84794
C 0.04869 -1.50551 2.91443
C 0.48971 -3.04742 7.46822
C 0.68047 -2.21247 6.34973
C -1.48134 0.50072 2.92818
C 5.26374 0.69016 2.33552
C 3.74326 -1.26973 2.69366
C 1.52674 0.38470 2.17798
C -1.22393 -0.89638 2.78384
C 1.67948 -1.51362 8.84986
C 2.80473 0.90557 2.10237
C 0.97930 -2.72745 8.72404
C 1.38180 -1.01057 6.47964
C -2.75383 1.00782 2.70666
C -5.18863 0.66963 2.25624
H 0.04837 -2.56638 3.13754
H -2.24224 -5.03882 5.25558
H 4.61520 -1.90957 2.81267
H 2.32350 -2.81552 3.13513
H 0.81426 -3.40788 9.56041
H -1.33043 -4.49108 3.81855
H -0.68802 1.17401 3.25227
H 0.68023 0.99721 1.87674
H -2.93326 2.08117 2.73324
H 2.42041 0.26409 7.87416
H 2.95936 1.94246 1.80459
H -4.43828 -1.90222 2.08411
H -0.56925 -4.93145 7.51644
H 1.50884 -0.39299 5.58905
H -0.71496 -5.85908 4.79249
H 2.08086 -1.21350 9.81988
H -2.16557 -2.82747 2.44238

=====

The following is a DFT calculation (wB97M-V/def2-TZVPD) of an isolated ion of composition C23H17O4 and charge -1.

Calculated values
- E_LUMO (eV) = 2.82
- strongest force on any atom (Eh/bohr) = 0.0422
- E_HOMO (eV) = -4.31
- total charge = -1
- SMILES string = COc1cccc(O[C@@H](C2=C([O-])c3ccccc3C2=O)c2ccccc2)c1

Atoms and positions in Å:
O -3.69661 2.74685 1.19636
O 3.04822 1.79636 -0.99964
O 0.49351 0.47146 1.14447
O 1.31583 -2.58551 -1.63252
C -1.73094 0.01458 -1.94044
C 4.08158 -0.39506 -1.37845
C 6.29254 -1.29380 -1.60695
C -4.91240 3.20056 1.83654
C 3.55211 -1.66911 -1.54119
C 2.94931 0.57442 -1.11768
C -0.55298 1.03158 1.76630
C -2.70226 2.17557 1.95848
C 5.74784 -2.58702 -1.75561
C -1.58015 1.77764 1.19040
C -1.71408 1.20790 3.92858
C 1.69432 -0.22658 -1.04946
C -3.27390 -1.79727 -1.47885
C -0.81166 -0.47335 -0.98329
C -2.33242 -2.34390 -0.59774
C -2.76405 1.93022 3.34594
C -1.11775 -1.68005 -0.36065
C -0.62739 0.79051 3.16373
C 2.04169 -1.61915 -1.42811
C 4.36297 -2.77626 -1.73345
C 5.45745 -0.18339 -1.42857
C -2.95032 -0.64376 -2.19375
C 0.43523 0.28338 -0.59905
H 5.85955 0.81488 -1.32051
H -5.47978 3.61549 0.99396
H -1.47650 0.94382 -2.47068
H -2.53807 -3.29355 -0.09203
H 0.37530 1.37607 -0.75241
H -3.62917 -0.23280 -2.93928
H -4.23911 -2.29195 -1.64643
H -3.59530 2.27545 3.95831
H -1.60596 2.03730 0.12853
H -0.40491 -2.11751 0.33751
H 0.20733 0.20600 3.58318
H 3.91013 -3.75219 -1.84702
H 7.37940 -1.16589 -1.62754
H -4.70116 3.97223 2.58562
H -5.45193 2.35832 2.29566
H 6.40919 -3.44467 -1.88612
H -1.72467 0.97217 4.99385

=====

The following is a DFT calculation (wB97M-V/def2-TZVPD) of C23H18As2ClFNO12S2V as an isolated structure.

Calculated values
- 2S+1 = 2
- E_LUMO (spin up / spin down) (eV) = 1.65 / 2.08
- strongest force on any atom (Eh/bohr) = 0.0073
- E_HOMO (spin up / spin down) (eV) = -6.22 / -6.29
- total charge = -1
- relative energy (zero: lowest compared OMol25 entry of this formula, charge and spin) (kJ/mol) = 0.0

Atoms and positions in Å:
As -0.08008 0.41545 3.26151
As 0.07540 0.37033 -3.22946
V 0.00236 1.33915 0.00914
Cl -2.53245 -3.91449 -0.95188
S 2.88043 1.23469 -1.50053
S -2.86975 1.24504 1.52221
F 0.01236 7.46036 -0.00836
O -0.31186 1.20055 -1.77825
O -1.21127 -0.83314 -3.30079
O 0.31283 1.22561 1.79874
O 2.39053 2.13533 -2.50668
O 0.04507 1.20260 -4.61724
O -0.06756 1.26794 4.63692
O -2.37203 2.14287 2.52770
O -1.96407 1.17483 0.32337
O -4.24066 1.36182 1.10943
O 4.24941 1.35041 -1.07962
O 1.22813 -0.76391 3.36564
O 1.96922 1.16090 -0.30729
N -0.00658 -1.03542 0.00911
C 1.11204 -3.09066 0.43536
C 2.47831 -3.02637 -3.06942
C 1.06824 -1.70726 0.42180
C 1.17345 5.43984 0.32657
C -3.57177 -2.62551 2.38649
C -1.40286 -2.11111 3.28410
C 1.43957 -2.13019 -3.27733
C -1.53709 -0.79189 2.86782
C -1.15169 4.05504 -0.32844
C -3.71151 -1.31215 1.96280
C -1.10876 -3.08818 -0.40834
C 1.55295 -0.81514 -2.84078
C -1.08115 -1.70613 -0.40072
C -2.69408 -0.39732 2.19578
C 0.00104 -3.79863 0.01262
C 0.00967 6.10142 -0.00626
C 3.75333 -1.30439 -1.98308
C 3.63555 -2.61198 -2.43065
C -1.15653 5.44315 -0.33675
C 0.00420 3.34809 -0.00124
C 2.71243 -0.40752 -2.18075
C 1.16302 4.05185 0.32337
C -2.41793 -3.02565 3.03991
H -0.01300 -4.88071 0.00636
H 2.06151 6.00542 0.57621
H -4.59469 -0.97137 1.44078
H 2.37902 -4.04841 -3.41312
H 1.76867 -0.47922 4.11346
H -2.30134 -4.05272 3.36260
H 2.06590 3.51478 0.58277
H -1.78969 -0.55872 -4.02416
H 4.63990 -0.95072 -1.47564
H -4.36404 -3.33798 2.19484
H 4.45148 -3.30711 -2.27591
H 1.90499 -1.10627 0.75174
H -2.05690 3.52029 -0.58458
H 2.00256 -3.60019 0.77570
H -2.04245 6.01148 -0.58776
H -0.49643 -2.41990 3.78626
H -1.92766 -1.11991 -0.73419
H 0.53227 -2.44893 -3.77190

=====

The following is a DFT calculation (wB97M-V/def2-TZVPD) of C23H18BrIPPt as an isolated structure.

Calculated values
- E_LUMO (eV) = -5.69
- strongest force on any atom (Eh/bohr) = 0.0254
- E_HOMO (eV) = -11.53
- total charge = +1
- relative energy (zero: lowest compared OMol25 entry of this formula, charge and spin) (kJ/mol) = 0.0

Atoms and positions in Å:
Pt 1.31547 -1.20959 -1.78815
I 3.00880 -3.00337 -1.16648
Br 0.09165 -1.18567 -3.89320
P 0.44803 -0.64917 0.16049
C 0.95433 -1.22478 1.77060
C -0.88377 3.70629 0.14143
C -1.14787 -1.37752 -0.23434
C 1.78151 -2.01375 4.29000
C 1.21811 2.23191 -3.20185
C 1.26627 1.56544 -2.01009
C -3.51593 -2.52842 -1.08893
C 0.17836 1.12942 0.19594
C 2.28085 -1.02609 2.16437
C 0.46515 -2.21543 3.89973
C 0.04288 -1.83154 2.63340
C -0.98050 2.95596 1.27647
C -0.16855 3.92823 -2.23137
C -0.20915 3.21142 -1.00385
C 0.46598 3.42100 -3.32708
C -2.40069 -3.32882 -0.86903
C 2.32063 0.57875 -1.72151
C -1.21310 -2.75926 -0.44271
C 2.69281 -1.42045 3.42354
C -0.46871 1.63957 1.29231
C -3.45387 -1.15923 -0.86903
C 0.41481 1.95670 -0.93949
C -2.26679 -0.57857 -0.45023
H -2.45255 -4.39501 -1.04367
H -0.23852 -2.67659 4.57993
H -1.31081 4.70193 0.10546
H -0.98284 -1.99660 2.33161
H -4.32723 -0.54118 -1.03386
H -1.48554 3.34312 2.15103
H 1.80571 1.86584 -4.03692
H 2.69125 0.61652 -0.70558
H -0.63986 1.01533 2.16314
H 3.71997 -1.27074 3.72818
H 2.10367 -2.32592 5.27492
H 3.10998 0.45066 -2.45358
H 0.44405 3.95159 -4.26938
H -4.43892 -2.97473 -1.43736
H 2.99372 -0.57039 1.48474
H -2.21367 0.49285 -0.29825
H -0.66842 4.88807 -2.28626
H -0.34670 -3.38775 -0.26508

=====

The following is a DFT calculation (wB97M-V/def2-TZVPD) of C23H18BrIrN3O2S2 as an isolated structure.

Calculated values
- 2S+1 = 6
- E_LUMO (spin up / spin down) (eV) = -6.38 / -9.61
- strongest force on any atom (Eh/bohr) = 0.0568
- E_HOMO (spin up / spin down) (eV) = -12.31 / -13.05
- total charge = +2
- relative energy (zero: lowest compared OMol25 entry of this formula, charge and spin) (kJ/mol) = 82.9

Atoms and positions in Å:
Ir 0.85044 -0.69222 -0.85068
Br 2.89705 -0.17269 0.49539
S 1.89211 0.11030 -3.40492
S 2.85609 -2.70218 -4.25822
O -3.80170 -1.57901 -2.26515
O -1.08134 -0.88465 -1.39666
N 0.03726 0.67601 0.28814
N 1.61160 -2.07510 -2.06226
N -1.25245 0.96941 -0.00418
C -5.10936 1.66340 -3.14343
C 2.10169 4.33411 5.30138
C -2.96932 0.59183 -1.69518
C 1.74447 -5.56912 -0.97343
C 1.98355 1.24045 1.55366
C 2.75241 3.61599 4.32407
C 0.82625 3.96540 5.72864
C 2.08917 -1.55345 -3.20398
C -4.11141 2.49201 -2.63317
C 0.84057 2.12702 4.17558
C 1.82367 -3.40570 -1.97201
C -3.91853 -0.26260 -2.30653
C 0.67707 1.42185 1.20982
C 1.44471 -4.23159 -0.90318
C 2.79444 -5.30473 -3.15601
C 2.70816 1.96467 2.52644
C 2.40620 -6.10403 -2.09213
C -1.95568 -0.05214 -0.74445
C 2.50097 -3.95158 -3.09607
C 0.21851 2.83769 5.17698
C -3.04836 1.95149 -1.90838
C -5.01374 0.29926 -2.99508
C 2.10700 2.53194 3.66644
H 3.73688 3.90926 3.99564
H 0.38949 1.21900 3.80299
H -2.92933 -1.85317 -1.93483
H 2.58280 5.18849 5.74885
H 2.61371 -7.16298 -2.11995
H -4.17731 3.56121 -2.76693
H -0.73807 2.51491 5.55637
H -1.77675 1.50625 0.68021
H -5.94228 2.09223 -3.68080
H 0.13805 2.24473 1.66637
H 3.30839 -5.72063 -4.00909
H 0.93361 -3.78726 -0.06097
H 1.46950 -6.22014 -0.15849
H -2.54825 -0.66339 -0.01947
H 3.75826 2.14609 2.34057
H 0.32559 4.53252 6.49679
H -2.29773 2.61043 -1.50292
H -5.74809 -0.36962 -3.41577

=====

The following is a DFT calculation (wB97M-V/def2-TZVPD) of the molecule C23H18ClF3N4OS.

Calculated values
- E_LUMO (eV) = -0.05
- strongest force on any atom (Eh/bohr) = 0.0284
- E_HOMO (eV) = -8.36
- total charge = 0
- SMILES string = O=C(CSc1nnc2c(Cl)cc(C(F)(F)F)cn12)N(Cc1ccccc1)Cc1ccccc1

Atoms and positions in Å:
Cl 2.37525 1.40148 -4.17534
S -2.41056 -0.32814 -0.07163
F -2.31368 4.04198 -4.94886
F -3.23584 4.11141 -3.00775
F -1.43112 5.21901 -3.38545
O -0.26324 0.60920 1.52897
N 0.90517 -0.34294 -1.99385
N -0.89190 0.94984 -1.95372
N 0.43642 -1.29725 2.50887
N 0.04296 -0.84960 -1.11781
C 2.41523 -1.20946 5.37746
C 1.53863 -0.52751 4.54538
C 1.24352 -5.36122 -0.44010
C 0.55878 -5.82329 0.67228
C 0.62787 -3.62025 1.64003
C -0.40907 -0.57734 1.75103
C -2.05335 4.05527 -3.63059
C -1.02548 -0.09242 -1.07915
C -1.58911 -1.35752 1.17307
C 0.04704 2.71131 -3.82938
C 1.62343 -4.03290 -0.50870
C 0.54355 0.26252 5.10958
C 0.37491 0.73520 -2.51417
C 0.43079 0.37107 6.48311
C 1.31246 -0.30892 7.30789
C -1.22570 2.87322 -3.21318
C 2.30530 -1.09732 6.75342
C 1.62601 -0.65274 3.04746
C 0.83990 1.65585 -3.48352
C 0.25026 -4.95688 1.70459
C -1.68506 1.99458 -2.28148
C 0.27450 -2.70467 2.79422
C 1.32421 -3.16651 0.52899
H -0.13621 0.79585 4.46122
H 2.50673 -1.23382 2.75773
H 2.14816 -3.65698 -1.37299
H 2.99583 -1.62791 7.39233
H 0.25836 -6.85894 0.73340
H 0.37381 3.42904 -4.56380
H 0.92385 -2.93575 3.64546
H 1.61117 -2.13073 0.44686
H 1.22664 -0.22184 8.38080
H -0.34312 0.98987 6.91269
H -0.75311 -2.90549 3.11790
H 1.68135 0.33799 2.58833
H 1.47560 -6.03624 -1.25032
H -1.26376 -2.27906 0.69280
H -2.63764 2.07556 -1.78099
H -2.33715 -1.56649 1.93822
H 3.19467 -1.82401 4.94824
H -0.29065 -5.31630 2.56908